C45H100N4O7 | the ωB97M-V functional and the def2-TZVPD basis

Each atom is followed by the atoms it is bonded to, with distances in Å.
Geometry (Å):
1 C 31.95759 5.52710 3.29345  C2 1.491, H12 1.090, H13 1.090, H14 1.090
2 C 32.54770 4.17214 3.49401  C1 1.491, C3 1.576, N7 1.462, C11 1.560
3 C 33.47609 4.25942 4.76446  C2 1.576, C4 1.544, H15 1.090, H16 1.090
4 C 33.95631 2.88331 5.27262  C3 1.544, C5 1.509, H17 1.090, H18 1.090
5 C 32.76382 2.01237 5.58563  C4 1.509, C6 1.547, H19 1.090, H20 1.090
6 C 31.71897 1.97315 4.44500  C5 1.547, N7 1.494, C9 1.530, C10 1.541
7 N 31.42996 3.26877 3.75966  C2 1.462, C6 1.494, O8 1.406
8 O 30.46265 3.14833 2.74607  N7 1.406, H30 0.960
9 C 32.26600 0.89054 3.51255  C6 1.530, H21 1.090, H22 1.090, H23 1.090
10 C 30.39739 1.42113 5.01306  C6 1.541, H24 1.090, H25 1.090, H26 1.090
11 C 33.36923 3.74765 2.23715  C2 1.560, H27 1.090, H28 1.090, H29 1.090
12 H 31.46971 5.59717 2.32125  C1 1.090
13 H 32.73493 6.29086 3.27103  C1 1.090
14 H 31.31976 5.79529 4.13568  C1 1.090
15 H 34.43527 4.62373 4.39657  C3 1.090
16 H 33.06847 4.68871 5.67970  C3 1.090
17 H 34.65623 2.81372 6.10530  C4 1.090
18 H 34.59362 2.38299 4.54351  C4 1.090
19 H 32.28651 2.38664 6.49127  C5 1.090
20 H 32.94554 0.97675 5.87301  C5 1.090
21 H 33.30032 1.15721 3.29538  C9 1.090
22 H 32.17045 -0.09265 3.97333  C9 1.090
23 H 31.74056 0.92733 2.55827  C9 1.090
24 H 29.85211 1.07649 4.13442  C10 1.090
25 H 30.55506 0.64206 5.75890  C10 1.090
26 H 29.81695 2.17059 5.55110  C10 1.090
27 H 34.12450 3.00816 2.50325  C11 1.090
28 H 33.93536 4.62882 1.93528  C11 1.090
29 H 32.85774 3.43650 1.32628  C11 1.090
30 H 29.69298 3.54766 3.15804  O8 0.960
31 C 35.58600 0.95124 11.48787  C32 1.613, H42 1.090, H43 1.090, H44 1.090
32 C 34.70759 1.08871 10.14235  C31 1.613, C33 1.532, N37 1.521, C41 1.519
33 C 35.63324 0.65110 9.00271  C32 1.532, C34 1.562, H45 1.090, H46 1.090
34 C 34.73219 0.33541 7.76681  C33 1.562, C35 1.563, H47 1.090, H48 1.090
35 C 33.98893 -0.99367 8.12004  C34 1.563, C36 1.519, H49 1.090, H50 1.090
36 C 33.02260 -0.74927 9.26595  C35 1.519, N37 1.469, C39 1.583, C40 1.570
37 N 33.60910 0.05637 10.34569  C32 1.521, C36 1.469, O38 1.447
38 O 32.81333 0.28416 11.53223  N37 1.447, H60 0.960
39 C 31.81422 0.09893 8.69368  C36 1.583, H51 1.090, H52 1.090, H53 1.090
40 C 32.53960 -2.10807 9.88786  C36 1.570, H54 1.090, H55 1.090, H56 1.090
41 C 34.32004 2.54629 9.95928  C32 1.519, H57 1.090, H58 1.090, H59 1.090
42 H 36.41955 1.65101 11.54794  C31 1.090
43 H 35.94477 -0.07796 11.47693  C31 1.090
44 H 35.08924 1.07696 12.44991  C31 1.090
45 H 36.26880 1.52275 8.84645  C33 1.090
46 H 36.20679 -0.19652 9.37779  C33 1.090
47 H 35.33421 0.14566 6.87818  C34 1.090
48 H 34.05501 1.12981 7.45305  C34 1.090
49 H 34.58740 -1.84233 8.45125  C35 1.090
50 H 33.53837 -1.37187 7.20241  C35 1.090
51 H 31.27652 -0.31469 7.84052  C39 1.090
52 H 31.01844 0.27845 9.41660  C39 1.090
53 H 32.16313 1.05685 8.30799  C39 1.090
54 H 31.83784 -2.45785 9.13071  C40 1.090
55 H 33.35220 -2.82849 9.98158  C40 1.090
56 H 32.04301 -2.07829 10.85771  C40 1.090
57 H 34.26704 3.01938 10.93983  C41 1.090
58 H 33.46661 2.62656 9.28599  C41 1.090
59 H 35.19991 3.12762 9.68359  C41 1.090
60 H 33.22407 -0.23793 12.22527  O38 0.960
61 C 26.25194 5.93990 10.76491  C62 1.565, H72 1.090, H73 1.090, H74 1.090
62 C 27.18630 4.70301 10.98170  C61 1.565, C63 1.588, N67 1.480, C71 1.561
63 C 27.13760 3.92951 9.59569  C62 1.588, C64 1.556, H75 1.090, H76 1.090
64 C 28.20942 2.81593 9.41706  C63 1.556, C65 1.589, H77 1.090, H78 1.090
65 C 29.65835 3.37310 9.75609  C64 1.589, C66 1.590, H79 1.090, H80 1.090
66 C 29.68735 4.16702 11.13374  C65 1.590, N67 1.451, C69 1.548, C70 1.514
67 N 28.58332 5.09846 11.26923  C62 1.480, C66 1.451, O68 1.414
68 O 28.61749 5.93144 12.41093  N67 1.414, H90 0.960
69 C 29.70747 3.09475 12.25052  C66 1.548, H81 1.090, H82 1.090, H83 1.090
70 C 30.91667 5.04548 11.03116  C66 1.514, H84 1.090, H85 1.090, H86 1.090
71 C 26.67692 3.71002 12.07305  C62 1.561, H87 1.090, H88 1.090, H89 1.090
72 H 26.63462 6.59210 9.97987  C61 1.090
73 H 26.24051 6.50350 11.69782  C61 1.090
74 H 25.27137 5.55898 10.47943  C61 1.090
75 H 26.20086 3.37305 9.56471  C63 1.090
76 H 27.18939 4.58722 8.72803  C63 1.090
77 H 28.17334 2.52104 8.36833  C64 1.090
78 H 28.02681 1.90026 9.97947  C64 1.090
79 H 30.01368 4.04583 8.97553  C65 1.090
80 H 30.39604 2.58142 9.88704  C65 1.090
81 H 29.51480 3.41904 13.27317  C69 1.090
82 H 28.99490 2.29971 12.03085  C69 1.090
83 H 30.70920 2.66744 12.29597  C69 1.090
84 H 31.74467 4.38630 11.29189  C70 1.090
85 H 31.23195 5.45548 10.07168  C70 1.090
86 H 31.06374 5.75708 11.84362  C70 1.090
87 H 25.64577 3.91397 12.36158  C71 1.090
88 H 27.04568 3.98844 13.06027  C71 1.090
89 H 26.98909 2.68991 11.84940  C71 1.090
90 H 28.97122 6.74607 12.04643  O68 0.960
91 C 31.58477 -6.51518 11.98387  C92 1.592, H102 1.090, H103 1.090, H104 1.090
92 C 33.15027 -6.79733 11.91592  C91 1.592, C93 1.532, N97 1.477, C101 1.622
93 C 33.30790 -8.27702 12.27976  C92 1.532, C94 1.499, H105 1.090, H106 1.090
94 C 32.89065 -9.27046 11.23734  C93 1.499, C95 1.567, H107 1.090, H108 1.090
95 C 33.58414 -9.01263 9.85546  C94 1.567, C96 1.552, H109 1.090, H110 1.090
96 C 33.43202 -7.53401 9.40894  C95 1.552, N97 1.515, C99 1.498, C100 1.593
97 N 33.61360 -6.53924 10.53719  C92 1.477, C96 1.515, O98 1.340
98 O 33.38010 -5.27185 10.17071  N97 1.340, H120 0.960
99 C 34.51946 -7.30797 8.40439  C96 1.498, H111 1.090, H112 1.090, H113 1.090
100 C 32.02439 -7.37739 8.67884  C96 1.593, H114 1.090, H115 1.090, H116 1.090
101 C 33.72556 -5.74591 13.00935  C92 1.622, H117 1.090, H118 1.090, H119 1.090
102 H 31.07378 -6.99760 11.15062  C91 1.090
103 H 31.40299 -5.45831 11.78872  C91 1.090
104 H 31.10398 -6.97393 12.84787  C91 1.090
105 H 34.31289 -8.59262 12.55993  C93 1.090
106 H 32.67583 -8.47857 13.14461  C93 1.090
107 H 31.80771 -9.19812 11.13680  C94 1.090
108 H 33.17511 -10.28206 11.52691  C94 1.090
109 H 33.01961 -9.55614 9.09783  C95 1.090
110 H 34.64655 -9.24632 9.92453  C95 1.090
111 H 34.20755 -6.57706 7.65835  C99 1.090
112 H 35.38008 -7.10032 9.04025  C99 1.090
113 H 34.87194 -8.17101 7.83957  C99 1.090
114 H 31.94118 -7.90962 7.73125  C100 1.090
115 H 31.28551 -7.94178 9.24770  C100 1.090
116 H 31.80439 -6.34563 8.40465  C100 1.090
117 H 34.72574 -5.34828 12.83721  C101 1.090
118 H 33.85627 -6.05794 14.04552  C101 1.090
119 H 33.13963 -4.82683 13.01775  C101 1.090
120 H 34.18864 -5.10603 9.68044  O98 0.960
121 C 37.16813 1.34533 15.35658  C122 1.555, H125 1.090, H126 1.090, H127 1.090
122 C 38.29167 0.27516 15.24746  C121 1.555, C123 1.597, O124 1.507, H128 1.090
123 C 38.46474 -0.30881 13.77111  C122 1.597, H129 1.090, H130 1.090, H131 1.090
124 O 39.47482 1.13076 15.62073  C122 1.507, H132 0.960
125 H 36.23227 1.10667 14.85130  C121 1.090
126 H 37.49769 2.31221 14.97628  C121 1.090
127 H 36.96808 1.58682 16.40048  C121 1.090
128 H 38.25653 -0.40298 16.10010  C122 1.090
129 H 37.48289 -0.64208 13.43497  C123 1.090
130 H 39.15664 -1.14903 13.71263  C123 1.090
131 H 38.80311 0.51815 13.14681  C123 1.090
132 H 39.38667 2.00637 15.23716  O124 0.960
133 C 29.46994 -3.49675 13.99546  C134 1.495, H137 1.090, H138 1.090, H139 1.090
134 C 30.78152 -3.19732 14.64805  C133 1.495, C135 1.505, O136 1.347, H140 1.090
135 C 31.09467 -1.72783 14.55966  C134 1.505, H141 1.090, H142 1.090, H143 1.090
136 O 30.81420 -3.56120 15.94452  C134 1.347, H144 0.960
137 H 29.19937 -4.55230 14.02185  C133 1.090
138 H 29.58712 -3.29785 12.93020  C133 1.090
139 H 28.74056 -2.92750 14.57172  C133 1.090
140 H 31.52253 -3.63645 13.98009  C134 1.090
141 H 30.57389 -1.11313 15.29386  C135 1.090
142 H 30.82375 -1.29583 13.59629  C135 1.090
143 H 32.11781 -1.49722 14.85648  C135 1.090
144 H 29.96384 -3.26516 16.27744  O136 0.960
145 C 39.11516 2.19739 10.11975  C146 1.487, H149 1.090, H150 1.090, H151 1.090
146 C 40.05967 1.61405 9.12982  C145 1.487, C147 1.582, O148 1.408, H152 1.090
147 C 39.85557 0.06692 8.86973  C146 1.582, H153 1.090, H154 1.090, H155 1.090
148 O 39.63932 2.19980 7.92073  C146 1.408, H156 0.960
149 H 38.09491 1.99131 9.79615  C145 1.090
150 H 39.13137 3.28078 10.23851  C145 1.090
151 H 39.14657 1.79942 11.13402  C145 1.090
152 H 41.10448 1.81490 9.36672  C146 1.090
153 H 39.82319 -0.48217 9.81077  C147 1.090
154 H 40.69828 -0.31070 8.29064  C147 1.090
155 H 38.97058 -0.21127 8.29745  C147 1.090
156 H 39.67828 3.15901 7.91949  O148 0.960

Values from the calculation:
E_LUMO ... 0.388 eV
ΔE to the lowest compared entry with this formula, charge and spin ... 122.6 kcal/mol
Structure (SMILES) ... CC1(C)CCCC(C)(C)N1O.CC1(C)CCCC(C)(C)N1O.CC1(C)CCCC(C)(C)N1O.CC1(C)CCCC(C)(C)N1O.CC(C)O.CC(C)O.CC(C)O
Gap between HOMO and LUMO ... 8.35 eV